(1)
C25H55N5O25S5 | ωB97M-V/def2-TZVPD

Atoms and positions in Å:
S1 -4.473 -1.005 -5.234
S2 0.823 -4.298 -1.737
S3 1.422 0.234 5.504
S4 4.116 2.923 0.662
S5 -0.197 7.223 1.893
O1 -4.127 -2.291 -5.740
O2 -3.053 4.149 -2.132
O3 1.843 0.655 7.024
O4 0.763 -4.576 -0.280
O5 -0.575 5.645 2.147
O6 0.835 -5.383 4.093
O7 2.841 3.051 -0.033
O8 0.102 -0.715 6.057
O9 5.450 3.170 0.082
O10 -2.001 -2.012 1.451
O11 0.518 6.812 0.480
O12 2.036 -3.748 -2.302
O13 -3.608 0.152 -5.908
O14 0.164 -5.466 -2.526
O15 -0.554 1.360 0.238
O16 -3.487 -0.829 -3.809
O17 4.028 3.763 2.133
O18 4.221 1.506 1.389
O19 -0.416 -3.202 -1.971
O20 -1.441 7.992 1.711
O21 0.940 1.391 4.768
O22 4.288 -1.721 -6.675
O23 2.488 -0.632 4.900
O24 0.796 7.691 2.836
O25 -5.874 -0.615 -4.949
N1 -0.804 -4.417 2.878
N2 -4.160 -1.312 1.582
N3 4.622 -0.792 -4.718
N4 -1.321 2.874 -1.941
N5 0.764 -0.294 -0.493
C1 -3.173 1.051 -4.916
C2 0.215 5.560 -0.005
C3 -1.380 -3.681 -2.883
C4 -0.546 -0.228 7.180
C5 3.716 0.329 -4.829
C6 -0.590 3.576 -3.055
C7 -4.385 -1.303 3.010
C8 0.624 0.507 7.873
C9 -1.240 -5.163 -2.690
C10 0.455 -4.521 3.276
C11 4.796 -1.708 -5.601
C12 -1.847 -5.291 3.223
C13 0.419 -0.427 -1.862
C14 4.661 1.585 2.763
C15 4.136 2.915 3.208
C16 -0.853 5.016 0.954
C17 -2.634 0.243 -3.826
C18 -2.993 -1.484 -0.515
C19 -3.020 -1.592 0.971
C20 5.756 -2.747 -5.217
C21 1.405 -3.369 2.880
C22 0.937 0.525 1.822
C23 -3.399 2.335 -0.679
C24 0.330 0.565 0.437
C25 -2.515 3.236 -1.593
H1 -2.337 -0.632 -0.694
H2 3.126 2.823 3.607
H3 -3.971 -1.451 -0.996
H4 -1.660 -6.327 2.940
H5 0.955 -2.389 3.037
H6 -4.442 2.262 -0.988
H7 -0.582 -0.852 -1.929
H8 -2.466 1.710 -5.420
H9 -4.525 -0.291 3.391
H10 1.585 -0.815 -0.221
H11 1.121 -1.035 -2.433
H12 -2.633 0.817 -2.899
H13 -1.399 -5.838 -3.531
H14 4.750 3.365 3.988
H15 -1.783 -5.525 -1.816
H16 -0.638 2.890 -3.900
H17 0.298 1.536 8.026
H18 3.187 0.395 -5.779
H19 -0.897 2.270 -1.252
H20 -0.942 -1.165 7.571
H21 -1.883 5.263 0.699
H22 1.162 5.038 0.129
H23 -1.067 -3.580 2.379
H24 -2.133 -5.294 4.274
H25 -3.944 1.727 -4.547
H26 1.622 -3.408 1.813
H27 6.752 -2.317 -5.110
H28 -1.415 0.356 6.876
H29 0.899 0.035 8.816
H30 -2.374 -3.329 -2.610
H31 4.963 -1.031 -3.798
H32 0.211 0.224 2.578
H33 -3.524 -1.771 3.486
H34 -4.989 -0.981 1.109
H35 4.111 0.915 3.425
H36 -2.594 -5.068 2.461
H37 1.814 -0.122 1.818
H38 5.742 1.490 2.867
H39 -1.052 -3.294 -3.848
H40 4.193 1.262 -4.528
H41 0.499 3.521 -3.051
H42 0.401 0.507 -2.424
H43 -5.369 -1.765 3.096
H44 5.343 -3.236 -4.335
H45 5.790 -3.496 -6.008
H46 -0.991 4.547 -3.345
H47 -2.996 1.323 -0.663
H48 -3.229 2.734 0.320
H49 -0.774 3.944 1.138
H50 -1.642 -0.144 -4.055
H51 -0.041 5.502 -1.063
H52 2.885 -0.056 -4.237
H53 2.370 -3.622 3.319
H54 -2.558 -2.413 -0.882
H55 1.229 1.573 1.893

Computed properties:
Largest force on an atom   4.95 eV Å⁻¹
HOMO-LUMO gap   8.961 eV
LUMO   -0.0016 hartree
HOMO level   -9.00 eV
DFT total energy   -139623.8818 eV

Löwdin atomic charge list, values in e, 4 entries:
1. S 0.7511
2. S 0.6856
3. S 0.7535
4. S 0.7383

(2)
C25H56BN4O2 | ωB97M-V/def2-TZVPD

Atoms and positions in Å:
O1 -8.601 -3.633 -1.033
O2 -7.675 -4.472 1.053
N1 -6.215 -0.249 0.368
N2 -8.458 -1.298 0.604
N3 -6.663 -2.509 -0.021
N4 -8.651 -0.500 1.777
C1 8.452 1.826 -0.157
C2 -5.805 1.527 -1.392
C3 -7.070 -1.325 0.290
C4 -8.937 -1.330 2.970
C5 2.550 1.232 0.299
C6 -5.279 -2.845 -0.363
C7 -8.888 -4.846 -1.754
C8 6.008 1.309 0.393
C9 -0.017 1.456 -0.108
C10 4.896 2.177 -0.192
C11 7.266 2.122 0.760
C12 3.703 1.361 -0.717
C13 10.540 0.357 -0.043
C14 11.113 -1.067 -0.075
C15 12.386 -1.215 -0.923
C16 -1.790 2.831 -1.389
C17 13.394 -2.191 -0.321
C18 -3.509 1.263 -0.265
C19 -6.694 1.018 -0.237
C20 -4.399 0.938 -1.469
C21 -7.948 -1.048 4.086
C22 9.014 0.403 0.009
C23 -2.894 2.662 -0.337
C24 1.349 2.168 0.030
C25 -0.740 1.719 -1.440
B1 -7.737 -3.617 -0.002
H1 7.565 1.915 1.790
H2 7.032 3.189 0.702
H3 4.061 0.360 -0.970
H4 0.137 0.379 -0.003
H5 12.897 -3.095 0.037
H6 -7.990 0.000 4.384
H7 -7.969 -5.382 -1.989
H8 12.123 -1.551 -1.929
H9 -9.372 -4.559 -2.682
H10 -8.184 -1.653 4.962
H11 -2.496 2.918 0.647
H12 10.928 0.880 0.836
H13 4.551 2.880 0.574
H14 -8.906 -2.380 2.676
H15 -7.711 0.871 -0.606
H16 -5.908 -0.102 1.322
H17 8.626 -0.254 -0.775
H18 -6.775 1.769 0.548
H19 -3.677 3.401 -0.534
H20 -4.459 -0.139 -1.641
H21 11.343 -1.392 0.944
H22 8.140 1.974 -1.196
H23 10.881 0.909 -0.924
H24 -5.743 2.615 -1.326
H25 -2.711 0.520 -0.194
H26 9.250 2.547 0.043
H27 -4.614 -2.064 -0.012
H28 5.634 0.772 1.270
H29 -4.071 1.175 0.669
H30 5.322 2.776 -1.002
H31 1.541 2.738 -0.882
H32 12.857 -0.236 -1.042
H33 -1.285 3.780 -1.182
H34 13.909 -1.744 0.532
H35 10.346 -1.753 -0.448
H36 2.203 0.197 0.328
H37 -6.316 1.316 -2.335
H38 -6.926 -1.281 3.780
H39 -2.228 2.952 -2.384
H40 -7.419 -5.384 0.931
H41 -1.209 0.797 -1.797
H42 -5.029 -3.785 0.124
H43 8.672 -0.011 0.964
H44 -3.923 1.354 -2.362
H45 3.332 1.814 -1.639
H46 -0.659 1.743 0.727
H47 -9.028 -0.984 -0.174
H48 1.282 2.901 0.836
H49 -9.954 -1.126 3.312
H50 -5.185 -2.961 -1.442
H51 2.953 1.451 1.291
H52 6.273 0.551 -0.350
H53 14.152 -2.490 -1.046
H54 -9.557 -5.481 -1.176
H55 -0.003 1.992 -2.198
H56 -9.404 0.150 1.605

Computed properties:
Charge   +1
Largest force on an atom   0.97 eV Å⁻¹
HOMO-LUMO gap   8.379 eV
LUMO   -0.1144 hartree
HOMO level   -11.49 eV
DFT total energy   -37560.7627 eV

Löwdin atomic charge list, values in e, 4 entries:
1. O 0.0693
2. O 0.2285
3. N 0.0620
4. N 0.0463